Entry from OMol25: a molecular structure, C24H52BrINO11P2 (wB97M-V/def2-TZVPD).

E_HOMO ... -4.673 eV
HOMO-LUMO gap ... 6.23 eV
LUMO energy ... 1.555 eV
F_max ... 6.0 eV Å⁻¹
Net charge ... -1

```
92
Properties=species:S:1:pos:R:3:forces:R:3
C 5.6335 -4.5220 5.2324 -0.53 -0.36 -0.49
O 4.9972 -3.2635 5.1670 0.34 0.31 0.31
C 5.0969 -2.6602 3.8877 -0.15 -0.47 -0.38
C 4.1783 -3.3062 2.8310 0.12 0.29 0.03
C 2.9387 -2.4629 2.5129 0.24 -0.36 0.47
C 2.0935 -2.1398 3.7668 -0.19 0.21 -0.49
C 0.6524 -2.7149 3.7241 0.55 0.32 0.83
C 0.3254 -3.4576 5.0307 -0.47 0.35 -0.08
C -0.9102 -4.3675 4.9560 0.58 -0.10 -0.13
C -0.7840 -5.5353 3.9567 0.29 0.45 0.91
C 0.2523 -6.5192 4.4971 -0.70 -0.37 0.49
N 0.4024 -7.7398 3.7169 -0.12 1.07 -0.03
C 0.7721 -7.6557 2.3721 -0.03 -1.45 0.30
Br 2.0400 -6.1840 1.9367 0.00 0.29 -0.14
I -0.9442 -7.6003 1.0210 0.04 0.45 0.09
C 1.5519 -9.0044 2.0472 0.60 -0.73 -0.92
O 1.2460 -9.6169 1.0265 -0.54 0.15 -0.55
O 2.4322 -9.3085 2.8623 0.11 0.49 1.18
H 4.9526 -5.2929 4.8525 0.13 -0.13 0.08
H 6.5303 -4.5606 4.6032 0.11 0.13 0.15
H 5.8858 -4.7645 6.2625 -0.02 0.20 0.05
H 6.1334 -2.7502 3.5386 0.06 0.23 0.12
H 4.8391 -1.6079 4.0132 0.11 0.02 0.09
H 3.9041 -4.2995 3.1890 -0.12 -0.02 -0.09
H 4.7493 -3.4373 1.9076 -0.03 -0.14 0.00
H 2.3215 -3.0175 1.8047 0.05 0.14 -0.15
H 3.2990 -1.5514 2.0288 -0.21 0.05 -0.08
H 2.6027 -2.4881 4.6670 0.03 -0.07 -0.04
H 2.0291 -1.0521 3.8629 0.01 -0.02 0.10
H -0.0216 -1.8558 3.6746 -0.27 -0.23 -0.38
H 0.5187 -3.3456 2.8475 -0.03 -0.02 0.00
H 0.0982 -2.6908 5.7820 0.16 -0.03 0.07
H 1.2096 -3.9723 5.4110 -0.05 -0.23 -0.17
H -1.0556 -4.7892 5.9566 -0.28 0.07 -0.01
H -1.7693 -3.7381 4.7087 -0.10 -0.12 0.02
H -0.5026 -5.1342 2.9862 -0.18 -0.27 -0.18
H -1.7470 -6.0439 3.9152 0.02 -0.03 -0.38
H -0.1384 -6.8314 5.4742 0.09 -0.09 0.00
H 1.2066 -6.0309 4.7236 0.10 0.03 -0.41
H 0.9889 -8.4248 4.1832 0.27 0.03 -0.24
O 1.8737 -0.1603 -1.5070 0.53 2.36 -1.87
P 0.5144 -0.1533 -2.0816 -2.53 -4.76 2.67
O -0.5138 0.2083 -0.8783 0.21 0.32 -0.63
C -0.1686 1.1780 0.1049 0.06 0.31 0.40
C -0.4286 2.5908 -0.3856 -0.10 -0.06 -0.14
O 0.1956 -1.7437 -2.2627 -0.06 0.50 -0.21
C 1.2501 -2.6688 -2.5691 0.12 -0.26 0.22
C 1.5487 -3.5270 -1.3610 -0.13 -0.04 0.13
O -0.3858 0.2782 -3.3267 1.91 1.58 -0.38
C -1.7826 -0.0689 -3.3613 -0.49 0.14 0.04
C -2.6403 1.1910 -3.2830 -0.19 -0.05 -0.27
H 0.8701 1.0659 0.4194 0.04 -0.13 -0.17
H -0.7901 0.9706 0.9768 -0.05 -0.12 -0.08
H 0.1227 2.7923 -1.3077 0.08 0.03 0.07
H -0.1279 3.3199 0.3679 0.04 -0.01 -0.01
H -1.4885 2.7360 -0.6000 -0.01 -0.01 0.02
H 2.1453 -2.1441 -2.9040 -0.03 0.10 0.07
H 0.9028 -3.2901 -3.3969 -0.11 0.07 -0.01
H 1.7860 -2.9063 -0.4972 0.11 0.06 -0.07
H 2.3869 -4.1984 -1.5525 -0.02 -0.01 -0.01
H 0.6793 -4.1298 -1.0959 0.03 -0.05 -0.02
H -2.0408 -0.7639 -2.5690 0.26 0.00 0.12
H -1.9482 -0.5856 -4.3054 0.19 0.00 -0.02
H -2.0694 2.0443 -2.9236 0.06 -0.08 0.12
H -3.4962 1.0376 -2.6258 0.04 0.02 0.05
H -3.0319 1.4492 -4.2685 0.04 0.08 0.01
O -1.9629 7.5600 -5.9831 -2.63 0.62 -1.29
P -2.7678 7.2270 -4.7922 4.08 -1.96 3.80
O -2.3595 8.2764 -3.6244 -0.57 -0.17 -0.39
C -2.1128 9.6457 -3.9309 0.13 0.51 -0.03
C -3.4020 10.4390 -4.0315 -0.11 -0.14 0.08
O -2.0268 5.8769 -4.2351 -0.40 0.25 -0.04
C -1.4190 4.9535 -5.1456 0.30 -0.05 0.02
C 0.0878 5.0401 -5.0348 0.09 0.03 0.11
O -4.2014 6.7863 -4.2640 -0.70 0.97 -2.19
C -4.4086 6.5097 -2.8638 -0.25 0.11 0.49
C -5.3559 7.5403 -2.2559 -0.17 -0.19 0.11
H -1.5295 9.7439 -4.8477 -0.05 -0.21 -0.05
H -1.5007 10.0399 -3.1190 -0.01 -0.14 0.06
H -4.0673 10.0097 -4.7847 0.06 0.07 -0.08
H -3.1944 11.4757 -4.2984 0.01 -0.01 -0.03
H -3.9355 10.4296 -3.0802 0.02 0.01 0.02
H -1.7445 5.1372 -6.1694 0.00 0.12 0.02
H -1.7578 3.9540 -4.8658 -0.07 0.04 0.07
H 0.4315 6.0609 -5.2005 -0.07 0.01 -0.13
H 0.5690 4.3825 -5.7603 -0.01 -0.02 0.01
H 0.4093 4.7476 -4.0340 -0.01 -0.05 -0.01
H -3.4687 6.4776 -2.3226 0.16 0.08 -0.22
H -4.8441 5.5134 -2.8097 0.05 -0.02 -0.20
H -5.4428 8.4203 -2.8884 0.14 0.03 0.00
H -5.0120 7.8467 -1.2682 0.04 0.05 -0.03
H -6.3557 7.1226 -2.1342 -0.02 0.05 -0.07
```
Positions in Å, forces in eV/Å.